DFT (wB97M-V/def2-TZVPD) results for a molecular structure, C28H40N5O3RuSSi2Te.

Structure (XYZ):
```
81
C28H40N5O3RuSSi2Te wB97M-V/def2-TZVPD
H -0.29 3.04 2.52
C 1.49 4.15 -0.99
H -5.23 2.13 -2.22
H 4.72 -1.79 0.54
H 4.27 3.97 -0.66
C 1.72 5.45 -1.25
H 0.54 -4.10 -0.83
H 6.66 -0.29 0.35
H -1.59 4.66 -1.88
C 4.18 1.88 -0.25
C -2.26 -2.39 -4.34
C -4.54 2.50 -1.48
C -3.22 2.09 -1.52
C 3.26 -0.30 0.13
Si 0.23 -4.56 1.63
H 0.61 -3.56 -3.42
C 5.49 1.44 -0.06
H 1.90 -3.43 0.10
H -2.04 -5.09 0.83
C -4.01 3.82 0.42
C -1.63 -4.49 1.64
H -0.95 1.79 4.60
H -3.26 -2.00 -4.18
C -0.55 4.75 -1.61
N -2.29 2.53 -0.65
H -1.82 0.58 -3.60
H 2.00 -3.38 2.90
Si -1.06 -1.74 -3.12
H 2.46 -0.99 0.25
H -1.38 0.11 4.30
H 1.42 -2.23 -2.60
H -1.96 3.74 1.00
C -2.70 3.38 0.31
H 2.65 6.01 -1.18
C -4.33 4.71 1.51
C -1.29 1.09 3.84
O -0.23 -1.19 1.71
H -2.28 1.40 3.48
O -1.39 0.36 0.69
H -5.98 3.71 -0.43
C -0.29 1.06 2.69
N 1.90 1.84 -0.43
C -1.65 -2.16 -1.31
H 1.44 1.64 3.82
H 0.42 -6.67 0.36
Te 0.06 -1.65 -0.28
S 0.29 6.20 -1.78
H -2.48 -1.51 -1.02
H -2.01 -4.91 2.57
H -2.88 1.41 -2.27
C -4.96 3.38 -0.50
H -2.30 -3.48 -4.30
C 0.87 -6.24 1.26
C 2.38 3.07 -0.62
H -0.73 0.69 -2.22
H 6.33 2.12 -0.13
C 1.02 -3.82 3.13
H -1.89 -3.21 -1.15
H 1.20 -0.11 3.73
H 0.63 -6.91 2.09
C 1.14 0.82 3.16
H 1.05 -2.08 -4.29
H 1.83 0.77 2.32
C -0.90 0.15 -3.19
H 1.18 -4.60 3.88
C 0.82 -3.54 0.07
H -1.95 -2.12 -5.35
H -2.03 -3.48 1.57
N 0.19 3.74 -1.18
O -0.37 2.29 1.91
C 0.65 -2.47 -3.34
H 0.41 -3.04 3.60
C 5.66 0.11 0.21
N 3.71 3.15 -0.53
N -4.54 5.39 2.41
Ru -0.31 1.92 -0.46
C 3.06 1.05 -0.17
C -0.70 0.02 1.66
H 1.96 -6.25 1.14
H -0.09 0.44 -3.86
C 4.55 -0.75 0.31
```

HOMO-LUMO gap (spin up / spin down), eV: 7.148 / 7.153
Relative energy (zero: lowest compared OMol25 entry of this formula, charge and spin), kcal/mol: 48.0
LUMO (spin up / spin down), eV: -9.3 / -9.2
Net charge: +3